1.
The following is a DFT calculation (ωB97M-V/def2-TZVPD) of 2 unconnected molecules or ions with the total composition C5H14NO.

Atoms and positions in Å:
C: 1.2645 0.0557 0.8667
N: 1.1447 1.4393 0.4265
C: 2.4849 1.9702 0.1782
C: 0.4027 1.5477 -0.8248
H: 1.7250 0.0321 1.8575
H: 1.8963 -0.5556 0.2049
H: 0.2800 -0.4062 0.8767
H: 2.4175 3.0276 -0.1160
H: 3.0903 1.9791 1.0811
H: 2.9816 1.4801 -0.6700
H: 0.1636 2.5879 -1.0736
H: -0.5348 0.9758 -0.8063
H: 0.9721 1.2341 -1.7207
C: -2.2145 -1.3031 -0.2364
O: -1.0899 -0.9729 -0.9430
C: -2.0925 -2.6441 0.5192
H: -3.0930 -1.3251 -0.9002
H: -2.4592 -0.5585 0.5383
H: -3.0253 -2.8576 1.0409
H: -1.2802 -2.5664 1.2536
H: -1.7624 -3.4672 -0.1161

Atomic forces in eV per Å
0.051 0.077 -0.054
0.557 0.002 -0.671
-0.405 1.089 0.011
-0.346 0.268 -0.461
-0.177 -0.021 0.003
-0.008 0.020 -0.152
0.037 -0.021 0.256
-0.188 -0.163 0.060
0.113 -0.407 0.032
0.174 -0.352 0.212
-0.034 0.046 0.492
0.423 0.316 0.106
0.057 -0.477 0.286
-0.200 -1.404 0.285
-0.473 -0.035 0.092
0.777 0.414 0.158
0.077 0.221 -0.093
0.298 0.446 -0.320
0.038 -0.220 -0.087
-0.281 0.145 0.084
-0.490 0.057 -0.238

ΔE to the lowest compared entry with this formula, charge and spin (kJ/mol): 152.1
LUMO (spin up / spin down) (eV): 1.03 / -1.67
Spin multiplicity: 2
Max |F| (eV/A): 1.4

***

2.
The following is a DFT calculation (ωB97M-V/def2-TZVPD) of a molecular structure, C27H32GeI2N2OV.

Atoms and positions in Å:
V: -0.3625 -0.0636 0.3319
C: 2.3273 -0.7946 -0.0503
Ge: 3.0187 -1.1932 1.7986
C: 2.1591 -2.8617 2.3895
C: 2.6362 -4.0798 1.9031
C: 2.0215 -5.2697 2.2663
C: 0.9338 -5.2555 3.1296
C: 0.4696 -4.0528 3.6418
C: 1.0805 -2.8602 3.2728
C: 2.1245 0.3031 2.7633
C: 2.8373 1.1492 3.6101
C: 2.2027 2.1679 4.3105
C: 0.8379 2.3698 4.1765
C: 0.1048 1.5496 3.3316
C: 0.7529 0.5351 2.6417
C: 4.9645 -1.2314 1.6946
C: 5.5537 -1.6064 0.4882
C: 6.9338 -1.6616 0.3717
C: 7.7338 -1.3287 1.4559
C: 7.1546 -0.9582 2.6609
C: 5.7740 -0.9237 2.7859
H: 2.9429 -0.0250 -0.5204
H: 3.5103 -4.0963 1.2601
H: 2.4049 -6.2104 1.8929
H: 0.4654 -6.1854 3.4242
H: -0.3613 -4.0383 4.3362
H: 0.7468 -1.9326 3.7232
H: 3.9058 1.0178 3.7157
H: 2.7794 2.8026 4.9706
H: 0.3434 3.1563 4.7300
H: -0.9649 1.6928 3.2336
H: 0.1107 -0.1644 2.0625
H: 4.9342 -1.8553 -0.3672
H: 7.3891 -1.9645 -0.5619
H: 8.8110 -1.3682 1.3655
H: 7.7775 -0.7020 3.5076
H: 5.3323 -0.6754 3.7434
C: -5.6271 1.4600 1.3251
N: -4.3764 1.0978 0.6728
C: -4.1776 1.0984 -0.6837
C: -2.8879 0.7196 -0.8853
N: -2.2959 0.4837 0.3418
C: -3.2326 0.7248 1.2542
H: -6.4393 0.8537 0.9305
H: -5.8519 2.5088 1.1402
H: -5.5520 1.2968 2.3964
H: -4.9548 1.3644 -1.3797
H: -2.3573 0.6007 -1.8153
H: -3.0996 0.6266 2.3196
I: 0.3981 2.3783 -0.5665
I: -1.4955 4.0863 0.3031
C: -1.5777 -2.7926 0.5634
C: -1.1542 -2.6105 -0.8791
O: -0.3489 -1.4011 -1.0107
C: 0.8059 -1.5283 -1.8890
C: 2.0129 -1.9180 -1.0414
H: -2.1184 -3.7323 0.6653
H: -2.2470 -1.9960 0.8958
H: -0.7007 -2.8533 1.2136
H: -2.0145 -2.5215 -1.5434
H: -0.5545 -3.4611 -1.1988
H: 0.9609 -0.5518 -2.3507
H: 0.5935 -2.2495 -2.6769
H: 1.3794 -0.2972 0.2078
H: 2.8602 -2.0996 -1.7026
H: 1.7951 -2.8530 -0.5162

Atomic forces in eV per Å
-0.384 1.363 0.583
0.255 -0.572 0.088
-0.236 -0.058 -0.175
0.212 0.394 -0.125
-0.063 0.067 -0.021
0.073 -0.041 -0.037
-0.037 -0.020 0.024
-0.047 0.058 -0.021
0.073 -0.032 0.045
0.395 -0.351 -0.152
-0.100 -0.006 -0.110
0.025 0.046 0.038
0.011 0.017 -0.031
-0.168 -0.050 -0.052
0.094 0.077 -0.178
-0.489 0.072 0.192
-0.069 0.093 0.031
0.082 -0.033 -0.029
-0.016 -0.013 -0.002
0.008 -0.004 0.057
-0.012 -0.048 -0.008
-0.086 0.120 0.074
-0.014 -0.071 -0.027
-0.009 -0.001 0.005
0.004 0.002 -0.010
0.035 -0.037 0.023
-0.062 0.008 -0.015
0.001 0.030 0.049
-0.009 0.012 -0.012
0.004 0.000 -0.001
0.007 0.003 -0.014
0.151 -0.391 1.185
0.057 -0.006 -0.031
-0.013 0.011 -0.006
-0.003 0.013 -0.014
0.010 -0.028 -0.004
0.050 0.018 0.019
-0.275 0.139 0.144
0.130 -0.027 -0.002
0.186 -0.058 -0.201
-0.350 0.118 0.016
-0.780 0.039 0.008
0.019 -0.065 -0.014
0.058 -0.055 -0.002
0.057 -0.007 0.005
0.085 -0.034 -0.013
-0.010 -0.008 0.034
-0.001 0.021 -0.008
-0.076 0.019 0.008
0.037 0.399 -0.154
0.234 -0.273 -0.084
0.176 0.178 -0.104
-0.410 -0.527 0.179
-0.091 -0.865 -1.076
0.793 -0.119 -0.198
-0.307 0.175 0.077
-0.016 -0.007 0.015
-0.016 -0.042 0.013
0.035 -0.036 0.087
0.103 0.121 -0.063
0.115 0.097 -0.039
-0.126 0.001 0.021
-0.217 -0.013 0.089
0.881 0.239 -0.019
0.022 -0.025 0.005
0.018 -0.029 -0.061

Charge: +2
LUMO (spin up / spin down) (eV): -7.66 / -7.67
Spin multiplicity: 2
Max |F| (eV/A): 1.5

***

3.
The following is a DFT calculation (ωB97M-V/def2-TZVPD) of 11 unconnected molecules or ions with the total composition C20H62O11.

Atoms and positions in Å:
C: -10.6625 29.7145 2.4829
C: -12.0806 29.2878 2.4607
C: -13.0394 30.4898 2.3526
O: -12.3590 28.4088 1.3775
H: -10.3008 30.1448 3.4168
H: -10.3605 30.4824 1.7707
H: -10.0795 28.8245 2.2462
H: -12.3430 28.7254 3.3568
H: -14.0241 30.1674 2.0140
H: -12.7322 31.2322 1.6161
H: -13.2054 30.9343 3.3340
H: -13.2568 28.0971 1.5133
C: -19.8427 35.6480 2.6027
C: -19.7097 34.1487 2.5618
C: -19.9755 33.3683 3.8406
O: -20.6153 33.7782 1.5595
H: -19.2575 36.0197 3.4438
H: -20.8646 36.0028 2.7368
H: -19.4774 36.1543 1.7092
H: -18.7261 33.7963 2.2510
H: -20.8767 33.7309 4.3350
H: -19.1668 33.6109 4.5300
H: -20.1200 32.3180 3.5873
H: -21.4153 34.3037 1.6329
C: -16.3382 25.6472 3.0315
C: -15.2854 26.7639 3.3210
C: -13.9591 26.1674 4.0359
O: -14.8354 27.2981 2.0829
H: -15.9135 24.7206 2.6454
H: -17.1105 25.9730 2.3347
H: -16.7699 25.4924 4.0203
H: -15.7056 27.5863 3.9001
H: -13.5916 25.2577 3.5611
H: -14.1282 25.9504 5.0906
H: -13.0676 26.7936 4.0731
H: -15.6026 27.7389 1.7104
C: -20.3113 24.9448 -0.7731
C: -19.4512 26.2145 -0.9810
O: -19.5244 26.9853 0.2211
H: -20.2272 24.1822 -1.5474
H: -21.3796 25.1273 -0.6567
H: -20.0235 24.4152 0.1351
H: -19.7735 26.8567 -1.8007
H: -18.4293 25.9302 -1.2318
H: -20.3946 27.3065 0.4683
C: -18.1013 29.9756 1.8000
C: -17.1246 29.6779 0.6201
O: -16.7548 28.3569 0.7078
H: -17.6510 29.8588 2.7857
H: -18.9305 29.2682 1.7874
H: -18.4105 30.9935 1.5627
H: -16.1842 30.2290 0.6190
H: -17.7116 29.7552 -0.2951
H: -17.5507 27.8388 0.5671
C: -13.7695 31.2645 -2.5132
C: -13.1329 30.8233 -1.1853
O: -12.5311 32.0105 -0.7701
H: -14.5058 32.0679 -2.4922
H: -14.2621 30.3869 -2.9320
H: -12.8843 31.5222 -3.0946
H: -12.4507 29.9747 -1.2357
H: -13.8772 30.6509 -0.4078
H: -11.5891 32.0168 -0.9554
C: -15.2820 27.9351 -1.9203
O: -14.6794 27.2127 -0.8892
H: -16.2976 27.6293 -2.1717
H: -15.3203 29.0115 -1.7531
H: -14.7358 27.9041 -2.8631
H: -15.1021 27.4896 -0.0730
C: -20.8148 30.4412 -0.7992
O: -21.3043 31.7218 -0.5122
H: -19.7684 30.5824 -1.0700
H: -20.9609 29.7368 0.0196
H: -21.2952 30.1396 -1.7300
H: -21.1138 32.0100 0.3834
C: -16.2863 31.8411 4.5406
O: -16.7730 32.7412 3.5760
H: -15.6330 31.1294 4.0358
H: -15.5403 32.3305 5.1668
H: -17.0596 31.4018 5.1709
H: -16.3359 32.4255 2.7818
C: -16.0827 33.0004 0.1383
O: -15.1412 32.6332 1.0792
H: -17.0553 33.4106 0.4103
H: -15.7904 33.8281 -0.5079
H: -16.0944 32.2462 -0.6486
H: -14.2831 32.4782 0.6778
C: -19.3751 28.2755 5.4389
O: -18.4183 27.2730 5.6847
H: -20.3750 27.9807 5.7572
H: -19.0005 29.1783 5.9213
H: -19.4423 28.5743 4.3927
H: -17.6501 27.6450 6.1241

Atomic forces in eV per Å
1.543 -0.255 -0.243
-2.072 0.638 -0.433
-0.334 -0.268 0.331
1.298 0.404 -0.390
-0.377 -0.347 0.364
-0.519 -0.065 -0.507
0.341 0.037 0.172
0.223 0.170 0.452
-0.123 -0.298 0.090
0.412 0.032 0.198
0.201 0.370 -0.001
-0.391 -0.419 0.073
1.206 0.756 1.114
-0.470 -0.012 -0.041
-0.351 1.233 0.204
-0.700 -1.521 -1.403
-0.001 0.346 0.077
-0.225 -0.340 0.211
0.135 -0.340 -0.121
0.126 0.409 -0.332
-0.323 -0.032 -0.074
0.168 -0.686 0.044
0.428 -0.006 0.270
-0.018 0.013 0.072
0.626 0.904 1.209
2.139 -1.756 -0.500
-1.141 0.323 -0.023
0.642 0.010 0.364
0.271 0.172 0.094
-0.034 0.220 0.133
-0.494 -0.514 -0.158
-0.163 -0.146 0.339
-0.471 -0.107 -0.206
-0.408 -0.229 0.015
-0.395 0.681 -0.454
-0.441 0.321 -0.332
0.125 -0.247 -0.190
-1.683 -0.625 0.228
1.692 0.312 0.424
0.179 0.277 -0.368
-0.018 0.445 -0.121
0.316 0.284 0.155
-0.311 -0.253 -0.250
0.186 0.207 0.678
-0.216 -0.308 -0.559
0.970 0.529 -1.115
-1.441 0.283 1.138
0.658 -2.032 -0.183
0.280 0.390 -0.088
-0.151 0.146 -0.377
-0.538 0.137 0.792
-0.389 0.522 -0.012
0.286 0.799 -0.295
-0.365 -0.549 0.037
0.369 -2.087 -0.105
-1.609 1.073 -0.478
1.462 1.297 1.470
0.360 0.104 0.486
0.016 0.106 -0.559
-0.434 0.218 -0.570
-0.145 -0.014 -0.174
-0.165 -0.686 -0.121
0.009 -0.015 0.033
-0.212 0.796 -0.761
0.256 -0.103 -0.494
-0.275 -0.289 0.197
-0.149 0.171 0.554
0.447 -0.667 0.140
-0.028 -0.147 0.033
0.451 0.834 -0.541
-0.958 0.452 -0.016
0.432 -0.666 0.267
0.055 -0.206 -0.126
-0.252 -0.386 0.243
0.331 0.093 0.184
1.333 0.183 0.225
-0.386 -0.167 -0.126
-0.489 -0.809 0.091
-0.262 0.386 0.530
-0.074 -0.123 -0.239
0.019 0.580 -0.564
0.381 0.752 -3.112
-0.340 0.096 1.801
-0.046 -1.024 1.134
0.849 0.663 0.228
-1.055 -0.591 0.165
0.182 0.145 -0.279
0.557 0.994 -0.010
0.086 -0.861 -0.243
0.172 0.003 0.305
-0.720 0.257 0.358
0.104 -0.427 -0.366
-0.163 0.052 -0.066

ΔE to the lowest compared entry with this formula, charge and spin (kJ/mol): 162.3
LUMO (eV): 0.41
Max |F| (eV/A): 3.2

***

4.
The following is a DFT calculation (ωB97M-V/def2-TZVPD) of a single C5H10O2 molecule.

Atoms and positions in Å:
C: -2.2550 0.5400 -1.3657
C: -0.9539 0.7089 -1.1355
C: -0.3733 0.2214 0.1764
O: -0.7664 -1.1450 0.3726
C: 1.1527 0.2903 0.3019
C: 1.5585 -0.3701 1.6193
O: 1.7902 -0.2881 -0.8242
H: -2.7422 0.7750 -2.3065
H: -2.8943 0.1378 -0.5800
H: -0.2884 1.1205 -1.8928
H: -0.8038 0.8136 0.9987
H: -1.1587 -1.4404 -0.4575
H: 1.4756 1.3385 0.2908
H: 2.6433 -0.4730 1.6896
H: 1.2023 0.2262 2.4686
H: 1.0975 -1.3594 1.6910
H: 1.3160 -1.0961 -1.0465

Atomic forces in eV per Å
0.069 0.084 0.015
-0.185 -0.069 -0.071
0.008 0.160 -0.003
-0.073 -0.081 -0.153
-0.119 0.213 0.187
0.054 0.001 0.008
-0.046 -0.096 -0.104
0.185 0.116 0.083
0.066 0.012 -0.161
-0.069 -0.054 0.172
0.061 -0.172 -0.082
-0.055 -0.009 0.159
-0.140 -0.079 0.052
-0.097 0.085 -0.047
0.084 -0.070 -0.137
0.182 0.133 0.000
0.075 -0.174 0.084

ΔE to the lowest compared entry with this formula, charge and spin (kJ/mol): 187.3
LUMO (eV): 0.86
Max |F| (eV/A): 0.3